Molecular formula: C28H57N5O15
Method: DFT, ωB97M-V with the def2-TZVPD basis set

XYZ file:
```
105
C28H57N5O15, DFT ωB97M-V with the def2-TZVPD basis set
O 1.814 5.353 3.716
O -5.161 -2.834 -3.335
O -0.326 2.910 -3.921
O 1.490 6.741 5.456
O 3.786 -1.090 -1.472
O -4.724 -0.910 -2.315
O 6.142 -7.257 -0.320
O -4.163 4.178 -0.946
O -3.067 -5.385 1.479
O -3.655 1.785 2.638
O 1.905 0.066 -1.042
O -5.946 -2.466 -1.258
O 0.495 1.608 3.558
O 2.640 -1.389 0.452
O 1.567 7.512 3.356
N -3.726 -0.467 2.380
N 2.162 2.100 5.047
N 5.007 -5.308 -0.641
N -2.005 -4.688 -0.396
N 1.281 1.758 -5.122
C -0.324 0.495 -0.333
C -3.095 -4.868 0.385
C -4.163 -2.239 -4.152
C 2.021 5.484 2.308
C 1.164 4.411 1.651
C -3.205 3.250 -0.480
C -5.285 -2.121 -2.186
C 0.058 2.290 -4.888
C 1.608 6.564 4.293
C -4.037 -0.819 -3.592
C 1.092 0.299 0.146
C 2.498 2.899 6.206
C 3.746 -5.835 -0.186
C -2.081 -3.724 -1.485
C 1.542 6.930 2.058
C 3.279 1.581 4.279
C -0.703 -5.111 0.051
C -3.097 0.700 2.622
C -5.163 -0.531 2.404
C 1.371 -0.956 0.923
C 1.672 1.243 -6.424
C 5.099 -3.872 -0.896
C 0.897 2.045 4.621
C -2.607 -0.379 -3.411
C 2.866 -0.823 -0.767
C 2.343 1.855 -4.118
C -3.003 -1.677 2.075
C 6.115 -6.106 -0.696
H 6.149 -3.579 -0.913
H -0.714 -0.364 -0.872
H 4.724 -3.692 -1.902
H -3.272 -2.522 2.714
H -2.215 -0.911 -2.541
H 3.050 5.441 1.944
H 2.005 2.058 -7.069
H 2.399 0.456 -6.249
H 1.639 3.259 6.768
H -0.774 -6.125 0.450
H -3.291 -1.968 1.057
H 3.780 2.430 3.804
H -0.565 2.070 -5.781
H 0.601 7.110 1.535
H -2.001 0.674 2.731
H -0.967 0.576 0.556
H -5.592 0.335 2.901
H -4.037 -4.604 -0.117
H -1.924 -1.551 2.142
H -0.406 -4.520 0.927
H -3.088 -3.429 -1.755
H 1.431 1.219 0.622
H 1.915 2.025 -3.138
H -3.585 2.416 0.104
H 2.887 -5.636 -0.832
H 0.211 2.575 5.297
H 1.417 -0.672 1.978
H -2.564 3.815 0.207
H 4.605 -3.306 -0.113
H 3.529 -5.349 0.775
H 3.775 -6.905 -0.007
H -3.189 -2.730 -4.158
H 0.824 0.795 -6.947
H 3.241 2.426 6.845
H 2.271 7.465 1.444
H 2.946 3.846 5.866
H 1.484 3.403 1.905
H 6.926 -5.488 -1.122
H -5.607 -0.520 1.401
H 0.142 4.603 1.972
H -5.523 -1.449 2.869
H -1.983 -0.661 -4.263
H 3.071 2.625 -4.387
H -2.431 0.682 -3.239
H -3.817 5.050 -1.126
H -4.507 -2.159 -5.183
H 0.640 -1.764 0.834
H 4.021 1.131 4.941
H -0.482 1.480 -0.769
H -1.695 -4.282 -2.351
H 0.077 -5.085 -0.704
H 2.845 0.887 -4.174
H 1.229 4.499 0.563
H -2.603 2.869 -1.312
H -1.380 -2.895 -1.357
H -4.641 -0.072 -4.108
H 2.895 0.817 3.609
```

Its SMILES is C[C@H]1COC(=O)O1.C[C@H]1COC(=O)O1.C[C@H]1COC(=O)O1.CN(C)C=O.CN(C)C=O.CN(C)C=O.CN(C)C=O.CN(C)C=O.CO. As for the gap between HOMO and LUMO: 9.2 eV. Its energy relative to the best compared isomer or geometry (same formula, charge and spin) is 0.0 kJ/mol. As for the net charge: 0. For the lowest unoccupied orbital energy, the calculation gives 0.08 eV.

Molecular formula: C36H104N4O24
Method: DFT, ωB97M-V with the def2-TZVPD basis set

XYZ file:
```
168
C36H104N4O24, DFT ωB97M-V with the def2-TZVPD basis set
O 6.611 -5.481 -2.768
O -5.802 -0.591 -4.011
O 3.176 8.201 -2.984
O 0.778 2.599 6.335
O -5.858 -3.819 4.432
O 0.384 -11.002 4.602
O 6.906 0.026 -7.038
O -1.610 6.395 1.853
O 3.663 -5.546 -0.452
O -3.880 8.176 2.925
O -5.640 5.711 -4.607
O -1.995 -5.196 -8.319
O -7.902 -4.042 6.938
O -6.716 7.295 -2.368
O 6.066 -3.375 7.019
O -8.644 -0.147 -3.125
O 3.832 2.392 6.528
O 0.020 1.213 -1.988
O 0.729 3.288 -10.384
O -2.885 -4.417 -5.990
O -1.859 -2.772 9.938
O -2.798 -1.866 7.311
O 0.475 0.995 -8.810
O 5.426 0.741 -4.789
N 2.591 10.116 -6.172
N -2.367 -8.473 5.023
N 6.560 -1.381 4.815
N 1.171 -1.374 -1.355
C 0.058 -1.319 0.829
C -0.062 0.773 -0.604
C -5.831 7.128 -4.639
C -0.020 -0.796 -0.604
C 1.764 2.456 5.328
C -7.653 0.823 -3.057
C -2.555 -1.462 9.813
C -2.666 7.010 1.114
C 5.108 -3.008 6.042
C 2.675 8.981 -5.270
C -1.520 -3.917 -7.890
C -8.073 -4.191 5.504
C 3.070 3.149 5.569
C 5.822 -2.657 4.779
C -6.213 0.238 -2.873
C 3.544 8.403 -1.742
C -0.038 2.597 -2.098
C 0.039 -8.092 4.978
C 5.546 1.620 -5.921
C 6.761 -3.764 4.326
C -7.021 7.508 -3.743
C -3.390 -1.418 8.461
C -1.628 -3.813 -6.352
C -7.164 -3.354 4.577
C 5.650 -3.331 8.339
C 2.738 9.355 -3.787
C 0.532 -12.397 4.757
C 5.765 0.782 -7.162
C -0.194 3.126 -9.318
C -0.608 1.719 -9.242
C 3.833 8.160 -5.866
C 5.552 -4.915 -1.942
C -0.811 -10.411 5.066
C -3.090 8.339 1.775
C -1.083 -8.981 4.644
C 4.661 -6.083 -1.386
H -1.063 2.967 -2.061
H -0.968 1.101 -0.095
H -9.081 -3.884 5.225
H 7.277 -1.489 5.519
H -1.483 1.761 -8.594
H -2.139 -2.463 7.673
H 1.975 10.630 -5.558
H 1.012 -1.224 -2.341
H 3.488 3.100 4.564
H -3.481 6.294 1.009
H -3.121 -8.904 4.507
H 5.058 -4.205 -2.605
H 0.012 -7.079 4.576
H 4.919 0.141 -7.412
H -0.280 -13.023 4.389
H 6.068 -4.376 -1.147
H -2.399 -7.478 4.857
H -3.599 8.850 0.958
H -8.276 -0.924 -3.551
H -1.076 -8.968 3.554
H 4.222 9.249 -1.845
H 3.321 -4.754 -0.872
H 4.583 2.131 -5.928
H 0.007 -7.899 6.051
H 4.006 7.253 -5.287
H -7.286 -4.767 7.066
H -5.309 -3.154 4.855
H 5.725 1.282 -4.054
H -6.209 -0.371 -1.969
H -2.084 -3.049 -8.231
H 7.075 -0.270 -6.140
H -4.948 7.544 -4.154
H 3.507 10.127 -3.792
H 5.842 1.270 -8.134
H -0.958 -1.161 -1.023
H 2.795 8.699 -1.007
H 4.495 -2.184 6.408
H -0.820 1.280 -10.216
H 3.769 7.913 -6.926
H 7.610 -3.797 5.009
H 1.879 -0.671 -1.200
H 7.282 -3.633 3.378
H -3.259 8.053 3.646
H 1.332 2.793 4.386
H -1.637 -11.076 4.814
H 1.845 1.383 5.157
H 1.016 -8.409 4.614
H -1.625 -2.727 -6.257
H -7.745 1.433 -3.956
H 5.378 -2.306 8.591
H 3.489 10.576 -6.132
H -0.166 -2.378 0.957
H 6.410 -4.796 4.320
H -1.766 -0.736 9.617
H 3.025 4.184 5.907
H 1.050 -1.089 1.219
H -3.740 -0.405 8.262
H -3.056 -1.244 10.756
H 1.763 8.391 -5.361
H 1.539 -12.694 4.462
H 5.863 -0.794 5.250
H 0.674 3.154 -1.489
H 1.237 1.033 -9.393
H -1.041 3.782 -9.522
H 1.878 9.823 -3.307
H -0.487 -3.772 -8.207
H 4.194 -6.420 -2.311
H -6.019 7.555 -5.624
H -0.631 -0.666 1.365
H 0.067 3.505 -8.330
H 0.314 2.639 -3.129
H -2.172 8.914 1.891
H -0.924 -4.362 -5.728
H 4.860 -4.071 8.475
H -7.841 1.485 -2.212
H -5.415 0.957 -2.691
H 7.258 -4.812 -3.000
H 4.180 7.609 -1.352
H 4.659 8.763 -5.487
H 0.424 -12.730 5.789
H -7.349 6.673 -2.003
H -3.387 -3.754 -5.511
H -1.836 -2.808 10.897
H -7.333 8.544 -3.877
H -7.506 -3.409 3.544
H -1.761 6.545 2.790
H -2.898 -5.026 -8.597
H 5.195 -6.957 -1.015
H -5.797 -0.104 -4.839
H -4.127 -2.205 8.622
H 0.967 2.255 7.211
H 4.319 -3.756 5.972
H -7.934 -5.266 5.386
H -7.151 -2.331 4.955
H 5.021 -2.582 4.043
H -7.870 6.877 -4.007
H -0.715 -10.390 6.152
H -2.199 7.030 0.129
H 6.521 -3.339 8.994
H 6.246 2.429 -5.713
H 4.102 3.097 7.120
H -5.722 5.284 -5.463
H 0.784 1.224 -0.086
H 0.220 3.636 -11.121
```

As for the gap between HOMO and LUMO: 8.9 eV. Its energy relative to the best compared isomer or geometry (same formula, charge and spin) is 806.3 kJ/mol. As for the net charge: 0. For the lowest unoccupied orbital energy, the calculation gives -0.04 eV.

What is the gap between HOMO and LUMO in the first record?
9.2 eV